No. 1
C4H8OSi | wB97M-V/def2-TZVPD

For the energy relative to the best compared isomer or geometry (same formula, charge and spin), the calculation gives 92.0 kcal/mol. For the energy, the calculation gives -521.79080 a.u. As for the net charge: 0. Its largest force on an atom is 2.65 eV/Å. The HOMO-LUMO gap (alpha / beta) is 8.774 / 7.991 eV.

Last columns: bonded neighbours and bond lengths (Å).
Cartesian coordinates (Å):
1 C 0.16498 -1.58624 0.03272  C2 1.433, C3 1.503, O5 1.233
2 C 1.49538 -1.42415 0.53909  C1 1.433, H7 1.078, H8 1.093
3 C -0.95306 -0.73607 0.56773  C1 1.503, Si6 1.847, H9 1.168, H10 1.171
4 C 0.80802 1.16160 -0.56825  Si6 1.859, H11 1.115, H12 1.102
5 O -0.14703 -2.53498 -0.69087  C1 1.233
6 Si -0.98871 0.68514 -0.61178  C3 1.847, C4 1.859, H13 1.466, H14 1.443
7 H 1.54162 -1.03787 1.54408  C2 1.078
8 H 2.25565 -2.12422 0.18343  C2 1.093
9 H -1.89089 -1.42182 0.68928  C3 1.168
10 H -0.55300 -0.29192 1.57516  C3 1.171
11 H 1.20116 1.90860 0.15955  C4 1.115
12 H 1.45490 1.07839 -1.45713  C4 1.102
13 H -1.13633 -0.07342 -1.85738  Si6 1.466
14 H -1.81089 1.76669 -0.12502  Si6 1.443

natural (NBO) atomic charge list, values in e, 4 entries: 0.427, -0.298, -0.942, -0.735

No. 2
C19H43F9NO7PS2 | wB97M-V/def2-TZVPD

Its SMILES is FC(F)(F)C(F)(F)C(F)(F)C(F)(F)P(S)N=C=S.CCO.CCO.CCO.CCO.CCO.CCO.CCO. For the energy relative to the best compared isomer or geometry (same formula, charge and spin), the calculation gives 0.0 kcal/mol. For the energy, the calculation gives -3367.64714 a.u. As for the net charge: 0. Its largest force on an atom is 0.88 eV/Å. The HOMO-LUMO gap is 9.924 eV.

Last columns: bonded neighbours and bond lengths (Å).
Cartesian coordinates (Å):
1 F 2.28017 2.62522 4.06478  C2 1.331
2 C 0.95536 2.74376 4.10854  F1 1.331, F3 1.336, F4 1.328, C5 1.554
3 F 0.64456 3.54028 5.13452  C2 1.336
4 F 0.42463 1.54329 4.30841  C2 1.328
5 C 0.46371 3.34886 2.76478  C2 1.554, F6 1.339, F7 1.349, C8 1.569
6 F 0.88840 4.61750 2.70000  C5 1.339
7 F 1.06793 2.62756 1.79823  C5 1.349
8 C -1.07611 3.31918 2.46695  C5 1.569, F9 1.346, F10 1.352, C11 1.547
9 F -1.40280 2.09310 2.01753  C8 1.346
10 F -1.27623 4.20019 1.46149  C8 1.352
11 C -2.04077 3.71658 3.60899  C8 1.547, F12 1.363, F13 1.354, P14 1.908
12 F -1.59283 4.89879 4.11846  C11 1.363
13 F -1.96322 2.78336 4.58707  C11 1.354
14 P -3.81050 4.08576 2.99966  C11 1.908, S15 2.097, N16 1.736
15 S -4.62187 4.13216 4.93292  P14 2.097, H19 1.339
16 N -4.27360 2.52043 2.41020  P14 1.736, C17 1.209
17 C -4.05758 1.46637 2.96109  N16 1.209, S18 1.554
18 S -3.77667 0.06309 3.56616  C17 1.554
19 H -5.36030 5.21611 4.66129  S15 1.339
20 C 0.35220 -1.64564 0.49120  C21 1.516, H23 1.090, H24 1.091, H25 1.093
21 C 0.73603 -0.40749 -0.29433  C20 1.516, O22 1.422, H26 1.091, H27 1.096
22 O -0.39436 0.35429 -0.69931  C21 1.422, H28 0.963
23 H -0.31453 -2.27481 -0.09860  C20 1.090
24 H 1.23201 -2.22731 0.77097  C20 1.091
25 H -0.17520 -1.37181 1.40864  C20 1.093
26 H 1.25072 -0.68036 -1.21653  C21 1.091
27 H 1.41635 0.21767 0.29524  C21 1.096
28 H -0.86572 0.62388 0.09545  O22 0.963
29 C 0.48747 -4.73160 -2.09704  C30 1.513, H32 1.090, H33 1.090, H34 1.093
30 C 1.73832 -5.28518 -1.44975  C29 1.513, O31 1.428, H35 1.090, H36 1.094
31 O 1.46953 -5.91115 -0.19446  C30 1.428, H37 0.963
32 H 0.00130 -4.02895 -1.42094  C29 1.090
33 H 0.72192 -4.21685 -3.02859  C29 1.090
34 H -0.22686 -5.52970 -2.31702  C29 1.093
35 H 2.43901 -4.48265 -1.22003  C30 1.090
36 H 2.24397 -5.99073 -2.11633  C30 1.094
37 H 0.85827 -6.64018 -0.34099  O31 0.963
38 C 4.15651 5.32866 6.66833  C39 1.517, H41 1.090, H42 1.091, H43 1.093
39 C 3.02222 5.44425 7.66906  C38 1.517, O40 1.422, H44 1.090, H45 1.096
40 O 1.77275 5.70154 7.04178  C39 1.422, H46 0.962
41 H 4.23190 6.23985 6.07415  C38 1.090
42 H 5.10854 5.16067 7.17421  C38 1.091
43 H 3.98525 4.49346 5.98443  C38 1.093
44 H 3.19110 6.28342 8.34371  C39 1.090
45 H 2.95996 4.53618 8.27954  C39 1.096
46 H 1.58630 4.97012 6.44476  O40 0.962
47 C 2.46604 -6.42321 3.65905  C48 1.518, H50 1.090, H51 1.091, H52 1.092
48 C 1.66311 -5.13528 3.64382  C47 1.518, O49 1.418, H53 1.091, H54 1.097
49 O 1.77110 -4.44738 2.40835  C48 1.418, H55 0.966
50 H 3.51629 -6.21633 3.45145  C47 1.090
51 H 2.39086 -6.92017 4.62789  C47 1.091
52 H 2.10355 -7.11208 2.89269  C47 1.092
53 H 2.03522 -4.44653 4.40306  C48 1.091
54 H 0.61106 -5.34279 3.87411  C48 1.097
55 H 1.43733 -5.02528 1.70959  O49 0.966
56 C -8.04764 0.70212 -0.53924  C57 1.516, H59 1.090, H60 1.091, H61 1.093
57 C -6.95011 1.38582 0.25288  C56 1.516, O58 1.423, H62 1.090, H63 1.095
58 O -6.46347 0.57500 1.31665  C57 1.423, H64 0.963
59 H -8.87708 0.43175 0.11486  C56 1.090
60 H -8.42254 1.35581 -1.32813  C56 1.091
61 H -7.67502 -0.21212 -1.00746  C56 1.093
62 H -7.32662 2.29194 0.72733  C57 1.090
63 H -6.12516 1.67396 -0.40768  C57 1.095
64 H -6.10855 -0.23339 0.93218  O58 0.963
65 C 2.26327 -1.44104 -6.24744  C66 1.515, H68 1.091, H69 1.087, H70 1.094
66 C 0.93218 -1.43581 -5.52432  C65 1.515, O67 1.427, H71 1.090, H72 1.095
67 O 0.95380 -2.20480 -4.32270  C66 1.427, H73 0.963
68 H 2.56388 -2.46226 -6.48536  C65 1.091
69 H 2.20783 -0.87477 -7.17415  C65 1.087
70 H 3.04151 -1.00123 -5.61733  C65 1.094
71 H 0.15625 -1.88864 -6.14169  C66 1.090
72 H 0.62280 -0.40938 -5.30038  C66 1.095
73 H 1.62072 -1.82173 -3.74336  O67 0.963
74 C 1.87869 1.20648 -10.78882  C75 1.516, H77 1.090, H78 1.091, H79 1.093
75 C 2.64231 -0.08920 -10.59640  C74 1.516, O76 1.425, H80 1.090, H81 1.095
76 O 2.08571 -0.89897 -9.56483  C75 1.425, H82 0.963
77 H 1.85420 1.77560 -9.85910  C74 1.090
78 H 2.34302 1.82025 -11.56189  C74 1.091
79 H 0.84734 1.00764 -11.08994  C74 1.093
80 H 3.66706 0.11204 -10.28564  C75 1.090
81 H 2.68316 -0.65156 -11.53514  C75 1.095
82 H 1.18064 -1.11563 -9.81146  O76 0.963

Mulliken atomic charge list, values in e, 4 entries: -0.265, 0.505, -0.252, -0.214

No. 3
C4H8S3 | wB97M-V/def2-TZVPD

For the energy relative to the best compared isomer or geometry (same formula, charge and spin), the calculation gives 89.3 kcal/mol. For the energy, the calculation gives -1351.61717 a.u. As for the net charge: 0. Its largest force on an atom is 2.13 eV/Å. The HOMO-LUMO gap (alpha / beta) is 6.657 / 6.653 eV.

Last columns: bonded neighbours and bond lengths (Å).
Cartesian coordinates (Å):
1 C 1.45854 0.62732 -1.09991  C2 1.286, H8 1.077, H9 1.087
2 C 0.51026 0.09687 -0.41189  C1 1.286, C4 1.425
3 C -1.31238 1.52499 0.30773  C4 1.532, H10 1.088, H11 1.088, H12 1.088
4 C -0.78548 0.09171 0.18035  C2 1.425, C3 1.532, S6 1.861, S7 1.852
5 S 1.85382 -2.52650 0.19867  H13 1.325
6 S -1.92244 -0.87074 -0.93515  C4 1.861, H14 1.334
7 S -0.71902 -0.64152 1.88005  C4 1.852, H15 1.345
8 H 2.38942 0.12700 -1.30807  C1 1.077
9 H 1.37449 1.62193 -1.53109  C1 1.087
10 H -1.36405 1.98685 -0.67624  C3 1.088
11 H -0.64545 2.10154 0.94576  C3 1.088
12 H -2.30710 1.50315 0.74848  C3 1.088
13 H 2.52922 -2.03820 1.22842  S5 1.325
14 H -1.11345 -1.92756 -1.03276  S6 1.334
15 H 0.05361 -1.67684 1.50564  S7 1.345

natural (NBO) atomic charge list, values in e, 4 entries: -0.526, 0.356, -0.604, -0.430

No. 4
C11H44N18O12 | wB97M-V/def2-TZVPD

Its SMILES is NC(N)=O.NC(N)=O.NC(N)=O.NC(N)=O.NC(N)=O.NC(N)=O.NC(N)=O.NC(N)=O.NC(N)=O.OCCO.O. For the energy, the calculation gives -2334.11372 a.u. As for the net charge: 0. Its largest force on an atom is 9.38 eV/Å. The HOMO-LUMO gap is 7.661 eV.

Last columns: bonded neighbours and bond lengths (Å).
Cartesian coordinates (Å):
1 C -2.40957 3.52898 -0.25251  O2 1.247, N3 1.311, N4 1.271
2 O -1.73877 2.91164 0.59781  C1 1.247
3 N -3.33682 4.41912 0.00396  C1 1.311, H5 1.010, H6 1.010
4 N -2.21086 3.53829 -1.50779  C1 1.271, H7 1.010, H8 1.010
5 H -3.54773 4.42070 0.99169  N3 1.010
6 H -4.07935 4.55869 -0.66631  N3 1.010
7 H -1.49216 2.93913 -1.88800  N4 1.010
8 H -2.68948 3.99779 -2.26929  N4 1.010
9 C -2.63571 -3.78825 0.20633  O10 1.163, N11 1.327, N12 1.319
10 O -2.26607 -3.95251 1.29657  C9 1.163
11 N -2.67257 -2.63412 -0.44822  C9 1.327, H13 1.010, H14 1.010
12 N -3.24532 -4.77517 -0.42204  C9 1.319, H15 1.010, H16 1.010
13 H -2.90993 -2.54568 -1.42594  N11 1.010
14 H -2.09389 -1.93342 -0.00750  N11 1.010
15 H -3.41709 -5.61764 0.10790  N12 1.010
16 H -3.48091 -4.70836 -1.40190  N12 1.010
17 C 0.43622 -0.00831 0.54983  O18 1.245, N19 1.243, N20 1.269
18 O -0.56119 -0.09543 1.28970  C17 1.245
19 N 0.79830 1.11991 0.17270  C17 1.243, H21 1.010, H22 1.010
20 N 1.30712 -0.92535 0.45043  C17 1.269, H23 1.010, H24 1.010
21 H 1.46620 1.14670 -0.58447  N19 1.010
22 H -0.00433 1.72494 0.27179  N19 1.010
23 H 2.13229 -0.70765 -0.08975  N20 1.010
24 H 0.92248 -1.85511 0.53817  N20 1.010
25 C 0.83048 1.91717 -4.03906  O26 1.254, N27 1.272, N28 1.322
26 O -0.17677 2.53189 -3.61529  C25 1.254
27 N 1.96883 2.06485 -3.49016  C25 1.272, H29 1.010, H30 1.010
28 N 0.85906 0.93517 -4.92390  C25 1.322, H31 1.010, H32 1.010
29 H 1.98118 2.86233 -2.87050  N27 1.010
30 H 2.72624 1.39905 -3.54628  N27 1.010
31 H 0.02709 0.83627 -5.48793  N28 1.010
32 H 1.61080 0.32391 -5.20914  N28 1.010
33 C 4.20739 -1.31377 -1.97919  O34 1.302, N35 1.273, N36 1.297
34 O 3.51953 -0.31548 -1.50521  C33 1.302
35 N 3.68798 -2.28300 -2.62078  C33 1.273, H37 1.010, H38 1.010
36 N 5.36346 -1.64837 -1.49478  C33 1.297, H39 1.010, H40 1.010
37 H 4.27333 -3.10076 -2.71417  N35 1.010
38 H 2.72694 -2.31920 -2.92931  N35 1.010
39 H 6.02996 -0.91161 -1.31301  N36 1.010
40 H 5.49006 -2.60555 -1.19834  N36 1.010
41 C -0.10993 2.77105 3.57863  O42 1.243, N43 1.272, N44 1.259
42 O 0.30680 2.80918 4.74919  C41 1.243
43 N 0.09959 3.65276 2.68580  C41 1.272, H45 1.010, H46 1.010
44 N -1.03589 2.02279 3.16924  C41 1.259, H47 1.010, H48 1.010
45 H 0.73898 4.40847 2.88627  N43 1.010
46 H -0.17922 3.51844 1.72439  N43 1.010
47 H -1.31911 2.13669 2.20649  N44 1.010
48 H -1.46150 1.34307 3.78320  N44 1.010
49 C 0.28922 -2.65951 -3.13938  O50 1.241, N51 1.255, N52 1.233
50 O 1.18802 -3.51567 -3.15772  C49 1.241
51 N 0.32541 -1.48040 -2.70988  C49 1.255, H53 1.010, H54 1.010
52 N -0.80699 -3.03167 -3.56254  C49 1.233, H55 1.010, H56 1.010
53 H -0.51174 -1.06157 -3.08917  N51 1.010
54 H 1.06603 -0.98472 -2.23463  N51 1.010
55 H -1.00456 -4.01954 -3.63448  N52 1.010
56 H -1.52683 -2.32320 -3.56530  N52 1.010
57 C 1.56781 -4.29715 1.72797  O58 1.256, N59 1.290, N60 1.273
58 O 1.57828 -3.76321 2.86483  C57 1.256
59 N 0.54228 -4.74505 1.08715  C57 1.290, H61 1.010, H62 1.010
60 N 2.52817 -4.46845 0.91043  C57 1.273, H63 1.010, H64 1.010
61 H 0.65636 -5.26417 0.22832  N59 1.010
62 H -0.38363 -4.73094 1.49039  N59 1.010
63 H 3.37599 -3.96678 1.13320  N60 1.010
64 H 2.30675 -4.99461 0.07722  N60 1.010
65 C 3.68433 4.20126 1.60424  O66 1.242, N67 1.320, N68 1.313
66 O 3.84262 4.57880 2.77700  C65 1.242
67 N 2.98366 3.11591 1.33389  C65 1.320, H69 1.010, H70 1.010
68 N 4.02724 4.86551 0.52534  C65 1.313, H71 1.010, H72 1.010
69 H 2.98929 2.89958 0.34735  N67 1.010
70 H 2.56300 2.66152 2.13180  N67 1.010
71 H 3.30737 4.74919 -0.17348  N68 1.010
72 H 4.33405 5.81328 0.69177  N68 1.010
73 C -3.90343 0.04024 1.83975  C74 1.555, O76 1.429, H77 1.090, H78 1.090
74 C -5.03338 -0.09158 2.90020  C73 1.555, O75 1.425, H79 1.090, H80 1.090
75 O -5.19500 1.03106 3.76314  C74 1.425, H81 0.960
76 O -4.19611 1.07916 0.90291  C73 1.429, H82 0.960
77 H -3.82283 -0.86444 1.23713  C73 1.090
78 H -2.92837 0.14861 2.31474  C73 1.090
79 H -4.87285 -0.97279 3.52132  C74 1.090
80 H -5.98052 -0.36399 2.43455  C74 1.090
81 H -5.45766 1.75003 3.18374  O75 0.960
82 H -3.57806 1.79894 1.04968  O76 0.960
83 O 0.27217 -1.17455 4.15088  H84 0.957, H85 0.957
84 H 0.96696 -1.52848 3.59569  O83 0.957
85 H 0.37081 -0.22489 4.08268  O83 0.957

Mulliken atomic charge list, values in e, 4 entries: 0.325, -0.600, -0.447, -0.210

No. 5
C9H13NO2 | wB97M-V/def2-TZVPD

Its SMILES is Cc1ccc(O)cc1.CC(N)=O. For the energy relative to the best compared isomer or geometry (same formula, charge and spin), the calculation gives 17.6 kcal/mol. For the energy, the calculation gives -555.97568 a.u. As for the net charge: 0. Its largest force on an atom is 2.86 eV/Å. The HOMO-LUMO gap is 9.468 eV.

Last columns: bonded neighbours and bond lengths (Å).
Cartesian coordinates (Å):
1 C 2.27310 -0.96331 0.56993  C7 1.488, H14 1.067, H15 1.114, H16 1.103
2 C -1.56380 0.28751 1.84952  C3 1.399, C4 1.353, O8 1.399
3 C -0.43754 1.05149 2.17483  C2 1.399, C5 1.385, H10 1.084
4 C -1.43602 -0.93013 1.27477  C2 1.353, C6 1.395, H11 1.095
5 C 0.81042 0.52946 1.87582  C3 1.385, C7 1.402, H12 1.081
6 C -0.19756 -1.47369 0.93493  C4 1.395, C7 1.410, H13 1.082
7 C 0.92820 -0.64630 1.12211  C1 1.488, C5 1.402, C6 1.410
8 O -2.78547 0.80054 2.29978  C2 1.399, H9 0.971
9 H -3.18222 1.25888 1.54116  O8 0.971
10 H -0.57904 2.04226 2.59052  C3 1.084
11 H -2.31473 -1.58320 1.24957  C4 1.095
12 H 1.72498 1.05766 2.10769  C5 1.081
13 H 0.04786 -2.40663 0.44487  C6 1.082
14 H 2.89409 -0.12499 0.34442  C1 1.067
15 H 2.05228 -1.62349 -0.29922  C1 1.114
16 H 2.88184 -1.65633 1.17413  C1 1.103
17 C -0.17034 1.38043 -1.77252  C18 1.480, H21 1.099, H22 1.084, H25 1.102
18 C -0.68846 0.18546 -2.47627  C17 1.480, O19 1.208, N20 1.393
19 O -1.87280 -0.05043 -2.47725  C18 1.208
20 N 0.28543 -0.65079 -3.01604  C18 1.393, H23 1.002, H24 1.009
21 H 0.40581 1.22562 -0.84973  C17 1.099
22 H -0.94146 2.12237 -1.59919  C17 1.084
23 H 0.02851 -1.36810 -3.66717  N20 1.002
24 H 1.25800 -0.38317 -3.02104  N20 1.009
25 H 0.57890 1.91891 -2.37563  C17 1.102

natural (NBO) atomic charge list, values in e, 4 entries: -0.643, 0.259, -0.236, -0.249

No. 6
C2H3NO2 | wB97M-V/def2-TZVPD

For the energy relative to the best compared isomer or geometry (same formula, charge and spin), the calculation gives 113.0 kcal/mol. For the energy, the calculation gives -283.07795 a.u. As for the net charge: 0. Its largest force on an atom is 4.47 eV/Å. The HOMO-LUMO gap (alpha / beta) is 8.688 / 8.251 eV.

Last columns: bonded neighbours and bond lengths (Å).
Cartesian coordinates (Å):
1 C 0.09211 0.65019 0.67363  C2 1.374, O4 1.195, H6 1.216
2 C -0.80178 0.26402 -0.29559  C1 1.374, H7 1.105, H8 1.129
3 N 0.66090 -1.33450 -1.06462  O5 1.135
4 O 0.90526 1.52578 0.67726  C1 1.195
5 O 1.51937 -1.47779 -0.33635  N3 1.135
6 H 0.21579 -0.24975 1.48142  C1 1.216
7 H -1.68694 -0.27224 0.09078  C2 1.105
8 H -0.90470 0.89430 -1.22653  C2 1.129

natural (NBO) atomic charge list, values in e, 4 entries: 0.311, -0.435, 0.302, -0.518